Record 1
C9H8ClFINS | ωB97M-V/def2-TZVPD

The geometry in ORCA input format:
```
! wB97M-V def2-TZVPD RIJCOSX def2/J DEFGRID3
* xyz 0 1
H 1.21534 -2.23319 -0.89722
H -2.25316 0.03032 3.25966
C 0.99760 1.82059 0.56692
H 0.23190 -2.12514 -2.53708
N 0.22740 -0.52592 -1.40309
H -0.85374 -2.50512 0.18362
F -1.88487 -2.36522 2.40839
H 1.89718 -1.42808 -2.33890
C -0.98939 1.04638 1.87317
H -0.88666 0.98184 -2.06803
S 2.25489 1.71872 -0.78017
C -0.77363 -1.47356 0.59399
Cl -1.50482 2.62837 2.31121
H 2.75227 2.89109 -0.63336
C -1.43005 -1.30788 1.80242
I 1.48358 3.31227 1.95381
C -0.14070 -0.39691 -0.03153
C 0.93035 -1.71975 -1.85601
C -1.68049 -0.02535 2.36525
H 0.38109 0.38651 -3.27296
C 0.01899 0.86510 0.78487
C 0.00693 0.42493 -2.28495
*
```

Properties
ΔE to the lowest compared entry with this formula, charge and spin	77.7	kcal/mol
molar mass	343.59	g/mol
HOMO energy (spin up / spin down)	-0.2376 / -0.2446	hartree
total energy	-45124.3375	eV
largest force on an atom	3.0	eV/Å
lowest unoccupied orbital energy (spin up / spin down)	-0.74 / 0.13	eV

Record 2
C31H66O11S2 | ωB97M-V/def2-TZVPD

The geometry in ORCA input format:
```
! wB97M-V def2-TZVPD RIJCOSX def2/J DEFGRID3
* xyz 0 1
C -2.91664 3.11583 -1.96629
H 0.07166 6.38179 3.74606
H 4.64921 0.39758 1.32246
H 0.02497 1.42154 3.04147
H 0.09460 3.00638 -3.62612
H 2.39226 2.44547 1.29695
H 5.07516 -0.28033 5.19831
C 2.98572 -2.34775 -3.62870
H -1.80174 -2.45104 -4.66330
C 2.70759 3.12413 0.50118
H -2.58156 2.49790 -1.12520
C -2.18878 -4.70242 0.55630
H 2.67755 -3.63908 -5.31737
H -6.15093 -3.70572 -1.21093
C 5.52268 0.57454 4.67644
C 1.78731 -0.14561 -0.55691
C -4.55667 -0.71434 -1.10140
H -2.43780 -0.80446 -5.12845
C -5.65078 -2.94594 -1.80892
C 4.14271 -2.83060 -2.77843
H 5.91952 -0.44722 2.28922
C 4.22272 3.21957 0.49451
H 4.22597 -0.94398 2.38064
H 0.62529 3.99612 1.99008
C -2.67362 -1.85499 -4.92465
H -6.07172 -2.90892 -2.81281
H 1.23276 -2.83439 -4.69006
H 4.12767 5.23380 1.20532
O -6.88261 -1.08793 -0.95575
H 4.83238 4.05607 2.32974
H -1.48973 -1.12188 1.94913
C -3.46147 -2.32521 -6.09497
H 5.81726 4.59397 0.94181
H -0.38378 0.05823 -2.63954
H -3.17698 -4.24893 0.63660
H -2.81078 -2.60280 5.15280
C -0.55481 3.44336 -2.86652
H 0.22429 -4.36774 -1.94271
C -1.72535 -2.66751 5.07695
H 0.65904 -4.26631 -0.21018
H -4.59098 -3.20374 -1.82625
H -2.42695 -5.77092 0.53207
H -2.32519 -3.18566 -7.67642
H -1.94876 -0.33371 3.46234
H 0.41019 2.90155 5.18587
H 0.07903 -1.63597 -2.33603
O 3.92710 1.77025 3.41499
H 1.66488 2.50684 6.30706
O 0.03022 0.09717 5.61359
C 4.80909 4.39277 1.28897
C 0.86200 0.74088 3.18154
C -1.95258 2.96899 -3.09024
C 1.37743 2.39568 5.25687
H -0.37849 4.51955 -2.89485
H -3.02310 -1.51930 2.65853
S -0.00314 -0.28012 -0.21867
C -1.48359 -4.15969 -0.66873
O -2.06248 -3.37464 -1.38813
H 2.27634 4.10618 0.66375
H -3.33528 -1.83101 -4.05595
C -2.79960 -2.22893 -7.45093
O -0.50225 1.11159 -0.05517
H -1.59766 -4.53417 1.45864
H 5.08678 -2.53002 -3.23451
H -1.47361 -1.01485 -2.04572
H 1.73108 1.09044 2.62988
O -4.58882 -2.73762 -5.97347
H -3.68622 -1.31193 -0.82477
H 0.60699 -0.27978 2.89705
C 4.89392 -0.08375 2.26690
H 1.89638 -4.28798 -3.92690
O -0.42416 -3.02477 3.10516
H -1.41735 -3.68241 5.32318
H -0.86952 6.79466 2.22910
H -0.55785 4.66932 0.94418
O -2.27551 2.49935 -4.16068
H 4.05365 -2.35321 -1.80455
H -3.57880 -2.10843 -8.20589
C -5.79519 -1.55075 -1.22088
H -2.91061 4.14367 -1.59255
C -1.12231 4.78073 3.02090
C -1.29600 -2.38245 3.64992
H 2.34412 2.68508 -0.42555
H -3.93918 2.83812 -2.20835
H -2.11631 -1.38765 -7.52624
H 2.42972 0.07463 0.29464
H 4.16819 -3.91485 -2.67056
H -0.84605 3.07951 1.70790
C 2.15395 -3.34287 -4.40328
C -0.45382 4.08274 1.86099
S 1.26640 0.60893 4.95022
H -1.24467 -1.95026 5.74115
C 4.69145 0.82713 3.43672
O 2.71323 -1.17472 -3.64001
H 5.49072 1.39636 5.38361
O 4.90715 2.50414 -0.19226
O -1.80563 4.17506 3.80078
H -1.58164 6.65417 3.88388
H 2.10583 2.95617 4.67603
H -0.18151 3.09055 -1.89890
C -1.98843 -1.27243 2.90810
C -0.41427 -0.76185 -1.91281
H -0.10182 -5.71064 -0.87095
H -4.71873 0.09039 -0.38652
H -4.34576 -0.25148 -2.07057
H 2.00340 0.52847 -1.38263
H 6.53023 0.28157 4.38510
C -0.85183 6.26001 3.17180
C -0.08072 -4.61643 -0.92837
H 2.08435 -1.15485 -0.85992
*
```

Properties
molar mass	678.99	g/mol
HOMO energy	-0.3310	hartree
total energy	-77408.3040	eV
largest force on an atom	1.8	eV/Å
lowest unoccupied orbital energy	0.22	eV

Record 3
C6H9N | ωB97M-V/def2-TZVPD

The geometry in ORCA input format:
```
! wB97M-V def2-TZVPD RIJCOSX def2/J DEFGRID3
* xyz 0 1
H -0.84583 0.75130 2.32056
H 1.09253 -0.69588 -1.01849
C -0.61504 0.98287 -2.37447
C -0.82479 0.39835 1.28688
H 0.94011 -1.36704 2.67599
H -1.68047 -0.29680 1.17233
H 1.39959 -2.25579 1.21345
H -0.83387 0.07568 -2.95576
H 0.30542 1.42667 -2.77746
H -1.43349 1.68728 -2.53829
C 1.29214 -1.25618 1.64820
C -0.55514 0.72817 -0.90079
C 0.34959 -0.40093 0.86552
N 0.42554 -0.21165 -0.42481
C -1.30706 1.23832 0.11774
H 2.29076 -0.80437 1.68940
*
```

Properties
ΔE to the lowest compared entry with this formula, charge and spin	77.6	kcal/mol
molar mass	95.14	g/mol
HOMO energy	-0.2652	hartree
total energy	-7854.7929	eV
largest force on an atom	0.5	eV/Å
lowest unoccupied orbital energy	0.56	eV

Record 4
C49H123N5O15 | ωB97M-V/def2-TZVPD

The geometry in ORCA input format:
```
! wB97M-V def2-TZVPD RIJCOSX def2/J DEFGRID3
* xyz 0 1
H 1.44029 2.96745 -1.68473
C 4.08989 4.92440 4.21906
H 3.08850 0.30078 -0.77000
C -5.65702 -4.56606 4.67886
H -6.19861 5.93809 -0.43959
C 0.18903 0.29500 1.03240
H 6.32616 0.83935 2.03272
H -0.58418 -3.00251 3.52913
H 3.79643 4.56502 3.23123
H -6.48497 -5.26573 4.54076
C 0.45230 4.22980 6.32317
O -2.20058 3.63279 -5.15450
H 4.31821 -5.85012 -5.23008
H 3.57083 1.73219 -3.46157
H -0.72085 -5.41595 -2.99325
H -3.01744 6.45118 -1.49065
C 1.18289 0.94537 0.07746
H 1.66810 2.59527 7.09817
H -4.17966 -3.05477 2.73861
N -2.23168 -2.28954 -2.87923
H 4.42924 4.25367 6.84474
H -3.77788 -1.91104 -0.72858
H -3.57464 2.16682 -4.70415
C -3.34495 -5.89001 2.79043
C -2.51335 -3.74247 3.99847
H 0.94075 4.11924 3.22738
H 6.19370 -2.75247 -6.35419
H -0.93760 1.98809 1.83990
H -3.56675 -6.26021 6.86388
C 0.09087 4.46046 3.82330
H 3.27308 -2.16391 -6.55623
O 3.13912 -2.44813 -3.05020
O -5.03712 2.50437 -1.24443
C 2.55572 3.25191 5.21601
C -4.22988 -2.55970 -1.49251
H 6.80746 -4.25149 -4.46922
C -0.90129 1.95601 -1.11783
H -1.72328 0.39593 1.88422
C 1.33326 2.99990 6.14452
H 6.22938 -1.07827 -4.88118
H 4.64920 1.37888 2.38512
C 5.62925 -1.57115 -4.11867
C 4.58967 -2.42856 -4.88072
H -2.39694 -5.18390 -3.42000
C 2.80362 -5.38862 -3.35094
C -5.16260 5.72911 -0.14968
H 2.25751 1.81592 1.74927
O 4.82737 -0.46711 1.47273
H 2.12945 7.06313 6.18390
H -3.23045 -7.05008 4.52749
H 4.24920 -4.04295 -1.35512
O 1.31768 2.06257 -2.02358
C 3.69348 -1.55846 -5.74865
C -2.27205 -3.99559 -1.07624
C -3.97079 -6.36135 4.10265
C 1.99321 2.08066 0.72182
C -4.50829 -5.90998 6.43556
H 0.69750 4.83804 7.19969
H -0.41088 7.11693 4.60645
H 5.38309 2.57378 -1.64781
H -4.25217 -2.25615 -4.90383
C -1.55125 -3.47136 -2.34314
H 5.08379 -5.57072 -1.81956
O 5.03225 3.46823 -1.58771
C -1.77970 1.27170 -0.08116
H 2.47865 -0.62518 0.58001
H -5.69455 1.95283 -0.80676
H -4.16230 -5.40167 2.23558
H -1.99858 -2.52527 -4.80472
H 5.10550 4.58580 4.44779
H -0.90640 4.63270 -3.86731
H 5.30351 -0.82425 0.71874
O -0.49956 5.47851 -3.63967
O 2.20554 6.96390 5.22095
H -2.86806 4.32504 -5.18756
N 3.76262 -3.26402 -4.02497
H -3.99965 -3.86344 -4.17130
H 0.85318 0.18756 -2.80468
C -1.10574 1.06731 1.27970
H 5.12804 -0.82542 -3.50123
O 0.86282 -0.40370 -3.57464
C -2.21628 -4.90263 3.05411
C 5.41275 -3.31418 -5.83504
H 2.71378 6.69317 -0.04467
H -1.42842 5.97642 5.52227
C -1.44096 -4.65545 -3.29607
H -0.02574 -0.69645 0.61875
H -5.30733 -2.40442 -1.44249
H 4.42717 3.54240 -2.33801
H -4.17603 -4.72766 -1.76180
C -1.49818 1.62343 -2.49083
H -4.23701 -4.10829 -0.09259
C 4.95976 -5.34785 -4.49530
H -1.50776 0.55453 -2.68862
H 2.21152 -2.47567 -3.30869
O -4.37498 5.21897 -1.20665
H -2.10154 1.64074 -5.63566
C -2.85490 2.41221 -5.48630
H 1.07983 6.55227 -0.71577
H -2.17409 0.29702 -0.38684
C 1.89529 6.00165 -0.25572
C 3.61825 4.95691 6.66068
C 4.80418 -4.56812 -2.13161
O -3.49429 -3.28151 6.11133
H -1.06694 5.84213 -2.93912
H -5.05618 -0.31272 -3.07709
H 0.65261 0.09277 2.00371
C -4.01818 -0.63746 -2.95723
H -0.66861 -3.78896 5.13816
C 2.18583 -0.14245 -0.35604
H -5.54442 -3.99661 3.76077
H -3.34101 2.47332 -6.46736
H -3.63593 -0.01467 -2.14636
H 3.42779 2.67054 5.51437
C 4.09933 -4.57136 -3.49796
C -1.18482 -3.13579 4.42805
H -0.00257 -0.83595 -3.55901
C -3.26177 -2.66366 3.17943
O 2.31860 4.98633 -1.18991
H 3.26105 4.88511 -1.01680
H -5.27134 2.46542 -2.18046
H -2.24540 7.78077 -1.63733
H 0.40524 -2.70210 -2.70851
H 2.90041 4.85784 7.48085
H -4.72262 -5.11799 7.17064
H 4.00216 5.97459 6.77339
H -0.07240 6.85204 6.30153
H -5.33130 -6.61520 6.50081
H 4.27352 5.99958 4.08479
H -4.82777 -7.00326 3.88294
H -3.52009 -0.18171 -3.82277
H 4.27337 -0.78546 -6.25915
C -0.15585 -3.07031 -1.85129
H 3.10182 -6.40129 -3.06349
H 5.42531 -6.21868 -4.01800
H -2.03205 -4.48361 2.05567
H -0.38124 5.19383 3.16072
H -4.73002 6.68303 0.14985
C -4.38059 -2.85747 -3.99706
C -3.79466 -3.96177 -1.07957
H -2.69003 1.85902 0.08106
H 2.87577 -1.09344 -5.20070
H -5.18522 5.03671 0.69522
C 3.00698 4.72060 5.27575
H 2.19399 -5.42911 -4.25354
O -1.70301 -1.89606 -4.12595
H -5.46544 -2.91074 -3.88676
H -1.20160 -4.45736 -4.34974
H 1.74464 -0.89144 -1.00788
N 1.90842 5.61604 4.96089
H 6.49892 -5.13041 -5.98378
H 1.41628 3.00997 0.84723
O -2.25170 6.86504 -1.93088
H 1.61879 5.51945 0.68553
H 2.27862 2.91384 4.21943
H 4.75423 -3.63451 -6.65195
H -1.29893 -5.43196 3.32078
H -2.51256 2.03495 -2.49896
C -0.41870 6.36207 5.39053
H -1.00977 3.69452 0.19243
H 2.18189 -4.99288 -2.54307
C -3.68275 -2.11267 -2.84139
H -0.59098 3.93529 6.47934
H 5.29816 1.39322 0.70899
H -1.98263 -5.04867 -1.00363
C 0.50589 5.18495 5.10848
H -0.53351 3.56232 3.84536
C 5.29352 0.87825 1.67338
H -3.00884 -6.66903 2.10665
N 0.46738 1.44158 -1.10279
H 6.26249 -2.18698 -3.48092
H -1.26463 -2.20708 4.99717
C -0.95770 3.47750 -0.87674
H -3.85164 -2.51158 5.64188
H 0.72361 2.24500 5.64514
H -4.62548 4.29757 -1.38462
H 5.71485 -3.97142 -2.26524
H -3.52316 -1.78359 3.77310
H -1.91437 -3.54656 -0.14610
H 0.35356 -3.96031 -1.47882
H 2.65178 1.41168 -4.61773
O 3.54936 1.71071 -4.42340
C -4.34069 -5.24545 5.07764
H -0.97639 2.09485 -3.32524
H -2.64281 -2.34793 2.33809
H -1.85670 3.92315 -1.31713
C 6.03692 -4.54056 -5.18971
H -0.16503 4.02958 -1.38343
H 2.84569 2.41700 0.13363
H -5.97647 -3.90479 5.48702
N -3.23774 -4.28292 5.13681
H -0.17921 -2.30822 -1.07713
*
```

Properties
ΔE to the lowest compared entry with this formula, charge and spin	0.0	kcal/mol
molar mass	1022.54	g/mol
HOMO energy	-0.2849	hartree
total energy	-90963.7363	eV
largest force on an atom	2.2	eV/Å
lowest unoccupied orbital energy	-0.20	eV

Record 5
C2F6O6S2Sn | ωB97M-V/def2-TZVPD

The geometry in ORCA input format:
```
! wB97M-V def2-TZVPD RIJCOSX def2/J DEFGRID3
* xyz 1 2
O 1.90307 -2.11448 -1.39214
O 3.98877 -1.07701 -0.53153
F -2.49967 0.30492 -1.26131
O 1.89039 -1.01930 0.78217
O -0.63788 1.06602 1.19705
Sn 0.65025 -0.38062 3.40813
O -2.83102 2.14786 1.21874
O -2.26071 0.15070 2.56995
C -2.59829 -0.31997 -0.11317
S 2.49841 -1.06673 -0.55744
F -3.84355 -0.69416 0.11282
F 2.42114 0.57487 -2.80505
C 2.01297 0.63231 -1.49750
F 0.67916 0.61408 -1.52430
F -1.75850 -1.36617 -0.12490
S -2.08932 0.90282 1.34728
F 2.47481 1.64483 -0.82880
*
```

Properties
ΔE to the lowest compared entry with this formula, charge and spin	0.0	kcal/mol
molar mass	416.85	g/mol
HOMO energy (spin up / spin down)	-0.5109 / -0.5109	hartree
total energy	-58151.2986	eV
largest force on an atom	5.0	eV/Å
lowest unoccupied orbital energy (spin up / spin down)	-8.18 / -9.51	eV

Record 6
CH3ClN2O4 | ωB97M-V/def2-TZVPD

The geometry in ORCA input format:
```
! wB97M-V def2-TZVPD RIJCOSX def2/J DEFGRID3
* xyz 0 1
H 1.02935 -1.38219 -2.22509
C 1.30091 -1.25610 -0.32087
N -0.98400 0.84055 -0.29369
O -1.19435 0.27330 1.73475
H 2.12365 -1.16839 0.50488
H -1.63032 -0.50186 1.32164
N -0.95166 1.23311 0.91961
O 0.12141 -1.00394 -0.08120
Cl -0.84904 2.12415 -1.34307
O -0.75296 2.33077 1.37223
O 1.78701 -1.48939 -1.58921
*
```

Properties
ΔE to the lowest compared entry with this formula, charge and spin	8.2	kcal/mol
molar mass	142.50	g/mol
HOMO energy	-0.3525	hartree
structure (SMILES)	[O-]/[N+](O)=N\Cl.O=CO
total energy	-24772.5628	eV
largest force on an atom	4.7	eV/Å
lowest unoccupied orbital energy	0.51	eV

Record 7
C10H30FO5Pb | ωB97M-V/def2-TZVPD

The geometry in ORCA input format:
```
! wB97M-V def2-TZVPD RIJCOSX def2/J DEFGRID3
* xyz 1 1
H -0.30362 1.77693 -1.07569
H 3.02544 0.53596 -0.04665
H -0.27798 -0.22635 0.85727
H -0.34455 -2.84875 0.54378
H -0.32480 3.29638 -1.81243
H 0.08044 -0.36371 -3.78959
H 1.22820 -2.03069 0.17280
H -2.08857 0.52168 -3.98554
C -1.19864 -2.67279 -0.11017
H 0.23416 0.51944 4.72394
H 1.98992 3.73598 -0.23689
C 2.07673 0.09430 0.25828
H -0.66536 -1.17766 -2.49261
H -1.26780 -3.57181 -0.72263
H -2.56966 -2.34812 1.64591
H 2.21628 -1.52497 -1.19750
H -0.39896 1.14705 2.46102
O 3.28491 -1.93706 0.41961
C -1.53059 0.76838 -3.08227
C 1.57591 2.93021 -0.84306
H -1.43853 -0.20199 2.91398
O -0.46293 3.35946 0.26637
H 1.58473 -0.22777 3.77185
H -3.26635 -3.21214 0.26125
O -0.99651 -1.67849 -1.01542
H -0.16697 2.81960 1.00296
C -0.34881 -0.18228 -2.80423
H -0.64672 -0.89745 -0.58042
H 1.17556 0.65578 0.01188
H -3.02295 -1.46653 0.29012
H -0.14529 0.43451 -1.00588
H 1.95117 1.99302 -0.43203
O -0.06541 -0.71584 1.65529
C -2.57525 -2.42341 0.55853
H 2.15196 0.09315 1.34569
C 0.50829 -0.18383 3.93757
O 0.42907 0.36321 -1.77179
C 2.06607 -1.40036 -0.12510
H 2.01958 3.07218 -1.82850
F -0.69556 0.23541 0.03972
H 2.92113 -2.59790 1.01337
H -2.30309 0.83198 -2.31594
C -0.40315 0.09551 2.74794
C 0.08705 2.78569 -0.94199
H 0.23335 -1.15303 4.35365
Pb -2.29493 1.25151 0.21350
H -1.03699 1.72562 -3.24999
*
```

Properties
ΔE to the lowest compared entry with this formula, charge and spin	233.8	kcal/mol
molar mass	456.54	g/mol
HOMO energy	-0.4523	hartree
total energy	-29041.5782	eV
largest force on an atom	6.4	eV/Å
lowest unoccupied orbital energy	-6.32	eV

total energy of number 7 (C10H30FO5Pb)?
-29041.5782 eV

Please write out number 5 again, unchanged.
C2F6O6S2Sn | ωB97M-V/def2-TZVPD

The geometry in ORCA input format:
```
! wB97M-V def2-TZVPD RIJCOSX def2/J DEFGRID3
* xyz 1 2
O 1.90307 -2.11448 -1.39214
O 3.98877 -1.07701 -0.53153
F -2.49967 0.30492 -1.26131
O 1.89039 -1.01930 0.78217
O -0.63788 1.06602 1.19705
Sn 0.65025 -0.38062 3.40813
O -2.83102 2.14786 1.21874
O -2.26071 0.15070 2.56995
C -2.59829 -0.31997 -0.11317
S 2.49841 -1.06673 -0.55744
F -3.84355 -0.69416 0.11282
F 2.42114 0.57487 -2.80505
C 2.01297 0.63231 -1.49750
F 0.67916 0.61408 -1.52430
F -1.75850 -1.36617 -0.12490
S -2.08932 0.90282 1.34728
F 2.47481 1.64483 -0.82880
*
```

Properties
ΔE to the lowest compared entry with this formula, charge and spin	0.0	kcal/mol
molar mass	416.85	g/mol
HOMO energy (spin up / spin down)	-0.5109 / -0.5109	hartree
total energy	-58151.2986	eV
largest force on an atom	5.0	eV/Å
lowest unoccupied orbital energy (spin up / spin down)	-8.18 / -9.51	eV

What is the molar mass in the fifth record?
416.85 g/mol